Molecular formula: C22H32F3N3O2
Method: DFT, the ωB97M-V functional and the def2-TZVPD basis

```
62
C22H32F3N3O2 the ωB97M-V functional and the def2-TZVPD basis
C 8.2730 -1.2266 2.2119
C 7.6936 -2.2577 1.2500
C 6.7007 -1.6605 0.2535
C 5.4086 -1.1733 0.9285
N 4.3478 -0.7300 0.0420
C 4.6339 0.5077 -0.6636
H 3.8869 0.6215 -1.4514
C 4.5645 1.7313 0.2588
H 5.4166 1.7444 0.9387
C 3.2812 1.7551 1.0927
N 2.1044 1.7803 0.2583
C 1.3835 2.8809 0.0240
O 1.5165 3.9454 0.5919
C 0.2714 2.6952 -1.0263
C -1.1225 2.6926 -0.3786
C -1.5810 1.2987 -0.7436
N -0.7277 0.6698 -1.4540
O 0.3749 1.4229 -1.6948
C -2.8481 0.7109 -0.3570
C -3.1667 -0.5870 -0.7670
C -4.3703 -1.1575 -0.4105
C -5.2735 -0.4317 0.3585
C -4.9686 0.8570 0.7770
C -3.7617 1.4255 0.4189
H -3.5323 2.4276 0.7453
H -5.6770 1.4103 1.3742
C -6.5741 -1.0551 0.7775
F -7.5699 -0.1605 0.8790
F -6.9980 -2.0035 -0.0704
F -6.4819 -1.6476 1.9860
H -4.6176 -2.1584 -0.7290
H -2.4542 -1.1300 -1.3660
H -1.0634 2.8371 0.7014
H -1.7841 3.4518 -0.7971
H 0.3868 3.4812 -1.7792
H 1.9347 0.9596 -0.3054
H 3.2548 2.6509 1.7165
H 3.2403 0.8616 1.7195
H 4.6147 2.6319 -0.3555
H 5.6192 0.4916 -1.1571
C 3.8141 -1.7757 -0.8167
C 2.3058 -1.6107 -1.0238
C 1.6894 -2.8130 -1.7346
C 0.1802 -2.6569 -1.8761
H -0.0567 -1.7338 -2.3995
H -0.2418 -3.4930 -2.4290
H -0.2879 -2.6206 -0.8944
H 1.9116 -3.7232 -1.1723
H 2.1410 -2.9169 -2.7237
H 2.0978 -0.7198 -1.6196
H 1.8354 -1.4888 -0.0456
H 3.9838 -2.7354 -0.3231
H 4.3188 -1.8105 -1.7955
H 5.0003 -1.9874 1.5360
H 5.6398 -0.3456 1.6003
H 6.4465 -2.4213 -0.4881
H 7.1804 -0.8309 -0.2699
H 8.5131 -2.7158 0.6907
H 7.2012 -3.0494 1.8199
H 7.5034 -0.8230 2.8646
H 8.7255 -0.4045 1.6611
H 9.0390 -1.6825 2.8349
```

Output
SMILES string = CCCCN(CCCC)CCCNC(=O)[C@@H]1CC(c2ccc(C(F)(F)F)cc2)=NO1
relative energy (zero: lowest compared OMol25 entry of this formula, charge and spin) = 3.15 kcal per mole
charge = 0
lowest unoccupied orbital energy = -0.0009 Eh
largest force on an atom = 1.1 eV/Å
frontier orbital gap = 8.3938 eV